A cluster of 2 separate species, C27H30N2S in total at a distorted geometry. Source: OMol25; level of theory: wB97M-V/def2-TZVPD.

Results
Orbital gap ... 0.1073 hartree
Multiplicity ... 1
Charge ... 0
E_HOMO ... -4.900 eV
E ... -1554.467396 Ha

Last column: Löwdin charge in e.
CARTESIAN COORDINATES (ANGSTROEM)
S: -1.130 -0.280 -4.124  0.383
C: -2.799 -0.263 -4.126  -0.884
C: -3.507 0.951 -4.121  -0.166
C: -4.884 0.956 -4.082  -0.131
C: -5.585 -0.240 -4.055  -0.148
C: -4.903 -1.448 -4.080  -0.136
C: -3.527 -1.465 -4.119  -0.174
H: -2.955 1.877 -4.146  0.078
H: -5.418 1.893 -4.064  0.087
H: -6.663 -0.232 -4.012  0.078
H: -5.452 -2.376 -4.062  0.085
H: -2.989 -2.400 -4.144  0.076
C: -2.715 -1.546 4.972  -0.038
N: -2.792 -2.110 3.621  -0.107
C: -4.051 -2.828 3.344  -0.162
C: -4.000 -3.543 1.997  -0.162
C: -3.558 -2.567 0.894  -0.127
C: -2.259 -1.896 1.238  -0.139
C: -1.881 -1.792 2.600  -0.128
C: -0.586 -1.352 2.904  -0.006
C: 0.248 -0.908 1.922  -0.028
C: -0.178 -0.814 0.575  -0.183
C: 0.624 -0.227 -0.434  0.117
C: 1.775 0.577 -0.235  -0.186
C: 2.658 0.866 -1.303  0.059
C: 3.812 1.593 -1.114  -0.143
C: 4.140 2.075 0.177  -0.125
N: 5.332 2.777 0.399  -0.103
C: 5.710 3.355 1.693  -0.039
C: 6.266 3.116 -0.695  -0.158
C: 6.157 2.155 -1.874  -0.165
C: 4.692 1.947 -2.279  -0.135
C: 3.229 1.859 1.219  -0.002
C: 2.078 1.160 1.017  -0.026
C: -1.434 -1.389 0.260  0.069
H: -1.829 -0.927 5.102  0.076
H: -3.589 -0.920 5.153  0.092
H: -2.695 -2.347 5.711  0.091
H: -4.240 -3.536 4.160  0.123
H: -4.869 -2.099 3.353  0.126
H: -3.282 -4.371 2.062  0.122
H: -4.971 -3.997 1.757  0.119
H: -3.456 -3.092 -0.065  0.128
H: -4.326 -1.797 0.751  0.132
H: -0.230 -1.415 3.919  0.108
H: 1.266 -0.680 2.182  0.105
H: 0.306 -0.378 -1.452  0.073
H: 2.410 0.521 -2.292  0.136
H: 5.224 2.848 2.524  0.073
H: 6.787 3.269 1.843  0.089
H: 5.437 4.410 1.716  0.097
H: 6.046 4.140 -1.017  0.128
H: 7.289 3.121 -0.300  0.119
H: 6.742 2.528 -2.726  0.119
H: 6.599 1.190 -1.596  0.121
H: 4.610 1.178 -3.058  0.125
H: 4.306 2.872 -2.723  0.131
H: 3.417 2.282 2.189  0.097
H: 1.355 1.128 1.812  0.106
H: -1.760 -1.408 -0.765  0.130

A cluster of 2 separate species, C27H30N4O3S in total at a distorted geometry. Source: OMol25; level of theory: wB97M-V/def2-TZVPD.

Results
Orbital gap ... 0.2958 hartree
Multiplicity ... 1
ΔE to the lowest compared entry with this formula, charge and spin ... 10.90 kcal per mole
Charge ... 0
E_HOMO ... -8.186 eV
Structure (SMILES) ... CNC(=O)[C@H](Cc1ccc(O)cc1)NC(C)=O.C(=C1/CCCN=C1c1cccnc1)/c1cccs1
E ... -1889.800382 Ha

Last column: Löwdin charge in e.
CARTESIAN COORDINATES (ANGSTROEM)
C: -3.282 5.158 -3.506  -0.061
N: -4.292 4.272 -2.926  0.032
C: -4.218 3.604 -1.771  -0.456
O: -5.169 2.917 -1.410  0.045
C: -2.941 3.670 -0.913  -0.197
C: -1.959 2.555 -1.312  -0.097
C: -0.626 2.595 -0.586  -0.248
C: -0.456 1.881 0.617  -0.060
C: 0.773 1.931 1.302  -0.023
C: 1.841 2.687 0.773  -0.309
O: 3.030 2.738 1.427  0.049
C: 1.674 3.394 -0.435  0.008
C: 0.440 3.351 -1.111  -0.019
N: -3.269 3.573 0.514  0.114
C: -2.733 4.339 1.464  -0.559
C: -3.202 4.084 2.877  0.003
O: -1.920 5.225 1.241  0.043
H: -3.099 6.003 -2.840  0.088
H: -3.633 5.540 -4.466  0.088
H: -2.347 4.617 -3.666  0.076
H: -5.166 4.165 -3.420  0.145
H: -2.455 4.628 -1.093  0.135
H: -2.431 1.587 -1.131  0.126
H: -1.769 2.622 -2.383  0.110
H: -1.274 1.300 1.017  0.113
H: 0.898 1.393 2.228  0.104
H: 2.970 2.366 2.306  0.095
H: 2.496 3.975 -0.824  0.112
H: 0.311 3.906 -2.029  0.109
H: -3.982 2.910 0.773  0.146
H: -2.652 4.737 3.553  0.085
H: -3.013 3.046 3.139  0.077
H: -4.267 4.301 2.947  0.083
C: 1.330 -3.289 -0.527  -0.019
C: 1.916 -2.927 0.687  -0.123
C: 2.217 -1.482 1.031  -0.180
C: 3.349 -1.391 2.050  -0.187
C: 3.049 -2.296 3.238  -0.214
N: 2.873 -3.697 2.818  0.116
C: 2.318 -3.978 1.661  -0.233
C: 2.140 -5.396 1.377  -0.196
C: 0.874 -5.986 1.316  -0.021
C: 0.802 -7.344 1.021  -0.064
C: 1.979 -8.065 0.803  -0.146
N: 3.191 -7.495 0.872  0.061
C: 3.272 -6.186 1.167  -0.074
C: 0.828 -2.425 -1.606  -0.486
C: 0.450 -2.975 -2.809  -0.124
C: -0.038 -1.992 -3.764  -0.176
C: -0.024 -0.721 -3.253  -0.388
S: 0.572 -0.679 -1.604  1.032
H: 1.214 -4.346 -0.742  0.106
H: 1.315 -1.012 1.434  0.110
H: 2.535 -0.928 0.145  0.087
H: 3.465 -0.356 2.386  0.100
H: 4.291 -1.700 1.586  0.123
H: 2.145 -1.953 3.753  0.117
H: 3.875 -2.238 3.954  0.106
H: -0.027 -5.402 1.494  0.124
H: -0.155 -7.851 0.961  0.099
H: 1.911 -9.124 0.571  0.100
H: 4.254 -5.728 1.224  0.118
H: 0.511 -4.036 -3.033  0.111
H: -0.371 -2.239 -4.768  0.100
H: -0.343 0.162 -3.797  0.064

A structure of composition C27H30N5O5SeZr at a distorted geometry. Source: OMol25; level of theory: wB97M-V/def2-TZVPD.

Results
Orbital gap ... 0.2249 hartree
Multiplicity ... 1
ΔE to the lowest compared entry with this formula, charge and spin ... 4.74 kcal per mole
Charge ... +1
E_HOMO ... -10.627 eV
E ... -4145.210408 Ha

Last column: Löwdin charge in e.
CARTESIAN COORDINATES (ANGSTROEM)
Zr: -0.514 -0.025 0.125  1.862
N: 1.438 0.296 1.520  -0.023
C: 1.456 1.725 1.904  -0.123
C: 0.042 2.172 2.202  -0.559
O: -0.189 3.243 2.725  0.075
N: -0.890 1.262 1.775  -0.159
C: -2.298 1.600 1.989  -0.104
C: -3.123 0.752 1.025  -0.613
O: -4.150 1.145 0.533  0.062
O: -2.532 -0.414 0.732  -0.242
H: 1.334 -0.269 2.358  0.103
H: 2.326 0.034 1.093  0.076
H: 1.839 2.295 1.056  0.119
H: 2.093 1.937 2.761  0.135
H: -2.504 2.656 1.819  0.129
H: -2.615 1.367 3.011  0.140
C: -0.941 -1.850 2.827  -0.041
O: -0.365 -1.966 1.502  -0.322
C: -0.653 -3.255 0.916  -0.142
C: -1.678 -3.071 -0.157  -0.156
O: -1.157 -2.058 -1.036  -0.336
C: -1.005 -2.496 -2.396  -0.039
H: -2.015 -2.019 2.770  0.106
H: -0.761 -0.839 3.180  0.081
H: -0.459 -2.584 3.471  0.108
H: -1.008 -3.930 1.695  0.142
H: 0.283 -3.643 0.516  0.127
H: -2.632 -2.722 0.234  0.131
H: -1.823 -4.002 -0.707  0.143
H: -1.990 -2.714 -2.812  0.104
H: -0.388 -3.396 -2.422  0.107
H: -0.515 -1.702 -2.947  0.073
Se: -3.362 0.611 -2.431  1.306
N: -3.529 2.326 -2.695  -0.171
C: -2.509 2.927 -2.103  -0.349
C: -2.264 4.331 -1.994  0.043
C: -1.175 4.712 -1.282  -0.005
C: -0.312 3.743 -0.670  -0.055
N: -0.474 2.455 -0.779  0.090
C: -1.568 2.064 -1.486  -0.463
N: -1.802 0.760 -1.583  -0.337
H: -2.937 5.046 -2.448  0.133
H: -0.941 5.759 -1.146  0.120
H: 0.528 4.083 -0.075  0.126
C: 3.670 0.315 -6.120  -0.080
C: 2.791 1.369 -5.913  -0.076
C: 1.926 1.339 -4.829  -0.046
C: 1.943 0.284 -3.917  -0.219
C: 2.820 -0.778 -4.149  -0.031
C: 3.673 -0.762 -5.243  -0.070
C: 0.972 0.333 -2.795  -0.124
C: 1.081 -0.088 -1.523  -0.230
C: 2.414 -0.606 -1.084  -0.330
C: 3.516 0.248 -1.007  -0.061
C: 4.738 -0.204 -0.526  -0.063
C: 4.886 -1.523 -0.112  -0.079
C: 3.801 -2.385 -0.186  -0.070
C: 2.578 -1.925 -0.660  -0.073
H: 4.341 0.327 -6.969  0.106
H: 2.770 2.206 -6.598  0.106
H: 1.226 2.155 -4.679  0.109
H: 2.828 -1.630 -3.484  0.109
H: 4.339 -1.597 -5.414  0.107
H: 0.047 0.816 -3.103  0.076
H: 3.408 1.273 -1.343  0.125
H: 5.580 0.475 -0.482  0.110
H: 5.839 -1.875 0.260  0.106
H: 3.907 -3.418 0.121  0.107
H: 1.739 -2.610 -0.732  0.091